Record 1
The following is a quantum chemistry calculation of 7 unconnected molecules or ions with the total composition C27H43N7O4, from the Open Molecules 2025 dataset.

XYZ file:
```
81
Properties=species:S:1:pos:R:3:forces:R:3
O -6.6100 3.4089 -0.9572 1.007 0.160 -0.770
O 0.1429 5.5326 1.3595 1.123 -0.189 0.119
O -1.5767 -0.1957 -0.9082 0.428 -0.846 0.024
O 3.3567 2.0020 1.9257 -0.080 -1.260 -0.621
N -5.2773 2.1678 -2.2568 0.281 -0.692 -0.838
N -1.8282 -1.1066 1.1404 0.399 -0.006 -2.061
N 2.6272 -4.0344 1.5012 0.198 1.672 -1.085
N 1.1412 3.7527 2.2003 -0.210 -2.975 2.029
N 3.0237 0.7865 0.0058 -0.753 -1.369 0.268
N 1.0658 -0.5303 -5.1842 -0.829 0.865 -1.177
N -1.4616 -3.2012 3.1405 3.481 1.161 -1.732
C 2.2445 -3.8085 -0.8954 0.625 0.940 0.995
C -0.3131 0.6814 -6.8319 1.519 -1.139 0.624
C 3.6814 -3.1747 1.3184 -0.675 0.287 -1.123
C -1.1406 0.2605 -4.6168 -0.367 -0.230 -0.913
C 3.7158 1.5336 0.8407 2.121 3.741 0.797
C -2.4860 0.0730 1.6759 -0.525 -0.725 1.255
C -1.4767 -1.2012 -0.1900 -1.025 2.542 1.347
C 1.1786 4.8592 1.5453 -2.207 2.649 -2.114
C -4.5204 2.8994 -0.0052 0.691 0.657 -0.131
C 4.0821 -2.5850 0.0892 -1.363 -1.738 0.528
C -5.5037 2.8857 -1.1722 -3.376 0.769 2.803
C -1.3443 0.7182 -5.9237 -0.232 0.441 0.102
C -4.1139 1.3617 -2.3245 1.346 0.712 -1.518
C -0.0030 -4.7589 4.9262 -1.544 -1.351 -1.359
C 5.0531 2.0790 0.1674 -1.247 -1.243 0.424
C 1.6621 0.3634 0.2772 -1.164 0.266 -0.170
C 0.6857 -4.0405 3.9770 -1.160 2.008 -1.016
C -0.0519 3.3127 2.9324 0.895 0.125 0.190
C 3.3865 -2.9816 -1.0679 -0.884 0.370 1.510
C -1.0781 -2.5268 -0.7135 -0.105 0.890 -1.085
C -2.0671 -3.9874 3.9797 -1.108 -0.971 0.407
C -0.0854 -3.2363 3.0596 -0.909 -1.800 1.847
C 1.8455 -4.2190 0.4122 2.238 0.072 -1.529
C 0.0611 -0.3771 -4.3314 -0.273 -0.653 0.226
C 2.5011 5.2861 1.0076 0.176 -0.110 -0.591
C -1.4269 -4.8900 4.7956 2.296 0.601 1.511
C 0.8492 0.0289 -6.4027 1.086 0.929 0.958
H 5.5433 1.1384 -0.0837 0.651 0.326 -0.475
H -4.3072 1.9499 0.4856 -0.012 -0.225 -0.548
H 5.7059 2.7202 0.7596 -0.418 -0.345 0.384
H -0.0265 -2.5369 -1.0002 0.292 -0.423 1.106
H 2.6873 6.2122 1.5514 0.768 -0.117 -0.158
H 1.1609 1.0251 0.9836 0.355 0.701 -0.341
H 4.8843 -1.8619 0.0893 0.025 -0.016 -0.092
H 4.1777 -2.7437 2.1754 0.056 -0.702 0.554
H 0.5626 -5.4517 5.5316 -0.143 0.129 0.484
H 4.7543 2.6401 -0.7180 0.112 -0.218 -0.159
H -1.8351 -1.9751 1.6559 -0.185 0.102 0.654
H -3.1411 -3.9026 3.9031 -0.278 -0.329 0.374
H 2.4727 5.4847 -0.0638 -0.538 0.398 0.071
H -0.6571 2.5846 2.3924 -0.140 0.324 -0.300
H -2.2058 1.0352 1.2473 0.394 -0.422 0.009
H -1.5380 -3.3029 -0.1018 0.595 -0.419 -0.471
H -2.2453 1.1789 -6.3010 -0.426 0.031 0.598
H 0.9152 -4.7669 0.4416 -0.014 -0.224 0.700
H 0.3030 2.7939 3.8228 -0.057 0.089 0.132
H -4.1114 0.9417 -3.3303 -0.150 -0.998 0.354
H 3.5177 0.4967 -0.8261 -0.465 -0.079 0.044
H 1.1054 0.3833 -0.6597 -0.089 0.011 0.095
H -1.4392 -2.4050 -1.7347 -0.849 -0.887 -0.050
H 1.7932 0.1974 -6.8997 -0.084 -0.524 -0.868
H -4.8769 3.5484 0.7946 -0.518 -0.007 -0.375
H 1.4256 -0.5747 0.7794 1.068 -0.680 -0.265
H -1.9024 -5.5689 5.4879 -0.453 0.069 -0.214
H -1.9363 0.3056 -3.8879 0.150 0.039 0.168
H 3.5970 -2.4172 -1.9643 0.001 -0.592 -0.525
H 1.5921 -4.0173 -1.7303 0.038 -0.104 -0.085
H 0.4132 -2.7330 2.2444 -0.197 0.387 0.063
H 1.7652 -4.0096 3.9622 -0.051 -0.049 -0.196
H -3.2937 2.0666 -2.4603 0.791 -0.333 0.763
H 1.9940 3.2274 2.3304 -0.051 -0.121 -0.044
H -5.8380 2.1786 -3.0968 -0.522 0.427 0.753
H 0.2190 -0.8773 -3.3873 -0.181 0.242 0.406
H -3.5879 3.3712 -0.3150 0.347 -0.337 -0.074
H -0.3113 1.1303 -7.8142 -0.317 -0.014 0.006
H -0.6018 4.2103 3.2152 -0.241 -0.296 -0.130
H -3.9738 0.6836 -1.4827 0.102 -0.089 -0.428
H 3.2391 4.4854 1.0578 0.305 0.318 0.785
H -2.3655 0.0078 2.7573 0.793 0.557 0.134
H -3.5740 0.0091 1.6926 -0.334 -0.164 -0.966
```
Forces are in eV/Å.

largest force on an atom = 0.087 Eh/bohr
calculated total energy = -47315.799 eV
total charge = 0
E_HOMO = -8.84 eV
ΔE to the lowest compared entry with this formula, charge and spin = 0.000 eV
HOMO-LUMO gap = 8.97 eV

Computed Löwdin charges, given in elementary charges:
1 O -0.0020
2 O -0.0084
3 O -0.0098
4 O 0.0003
5 N 0.0027
6 N 0.0204
7 N 0.0593
8 N 0.0217
9 N 0.0313
10 N 0.0491
11 N 0.0253
12 C -0.0704
13 C -0.0756
14 C -0.1216
15 C -0.0466
16 C -0.5175
17 C -0.0771
18 C -0.5450
19 C -0.6018
20 C -0.0012
21 C -0.0783
22 C -0.5368
23 C -0.0809
24 C -0.1077
25 C -0.0633
26 C 0.0081
27 C -0.0425
28 C -0.0654
29 C -0.0337
30 C -0.0635
31 C 0.0062
32 C -0.1867
33 C -0.0851
34 C -0.1538
35 C -0.1676
36 C 0.0091
37 C -0.0441
38 C -0.1477
39 H 0.0609
40 H 0.0541
41 H 0.0788
42 H 0.0569
43 H 0.0941
44 H 0.0798
45 H 0.0904
46 H 0.0977
47 H 0.1021
48 H 0.0765
49 H 0.0551
50 H 0.1086
51 H 0.0854
52 H 0.0608
53 H 0.0692
54 H 0.0936
55 H 0.1028
56 H 0.1012
57 H 0.0832
58 H 0.0813
59 H 0.1354
60 H 0.0825
61 H 0.0897
62 H 0.0955
63 H 0.0849
64 H 0.0725
65 H 0.0984
66 H 0.0754
67 H 0.1002
68 H 0.0935
69 H 0.0738
70 H 0.0848
71 H 0.0914
72 H 0.0826
73 H 0.1504
74 H 0.0866
75 H 0.0862
76 H 0.1019
77 H 0.0865
78 H 0.0813
79 H 0.0583
80 H 0.0810
81 H 0.0751

=====

Record 2
The following is a quantum chemistry calculation of a molecular structure, C27H44FMgN3PS, from the Open Molecules 2025 dataset.

XYZ file:
```
78
Properties=species:S:1:pos:R:3:forces:R:3
S 3.8132 -8.3148 13.4980 0.794 0.628 0.699
P 2.4719 -5.1278 12.7578 -0.823 -0.127 0.185
Mg 2.1570 -6.6765 15.0220 0.070 0.739 -0.816
F 3.5082 -5.0327 15.7625 0.364 -0.796 -0.090
N 0.8602 -5.3420 15.7916 -1.205 -1.241 0.629
N 2.7971 -7.9671 16.5372 0.031 1.209 1.310
N 0.9054 -8.3938 14.6072 0.074 0.527 -0.597
C -1.3391 -6.0099 13.8764 0.360 -0.769 1.410
C 2.5738 -1.5755 16.2595 -0.459 1.384 -0.499
C 4.0662 -4.5373 12.2225 0.061 2.177 -0.023
C 3.3411 -2.7113 16.0614 0.625 0.989 0.012
C 0.5967 -2.8945 16.1390 0.811 -0.257 -0.775
C -0.4515 -5.6194 16.3392 0.391 0.136 -0.846
C 2.6620 -9.6502 13.3636 -0.999 -0.914 0.009
C -2.1338 -4.8553 13.3419 1.621 1.606 -0.727
C 1.1822 -1.6314 16.2104 -0.006 -0.910 0.286
C -1.9842 -5.9206 18.1984 1.335 -0.233 0.031
C -0.2124 -3.6795 19.3138 -0.676 -0.539 0.801
C 1.5372 -8.5351 17.0205 -0.955 0.534 -1.056
C 0.8487 -9.2167 15.8192 0.331 0.134 0.319
C 2.7273 -3.8986 15.8888 -0.866 -0.132 0.165
C 1.3454 -4.0948 15.9370 0.074 1.539 0.385
C 3.8177 -8.9531 16.3312 2.355 0.965 0.301
C 0.7176 -5.8847 19.8202 -0.148 -0.578 0.886
C -2.9737 -6.3429 17.3390 -0.173 0.759 -1.036
C 1.9292 -6.2068 11.3686 -0.242 0.948 0.676
C -1.8783 -7.2376 13.1445 -0.925 -0.207 -0.393
C 1.4874 -3.5819 12.6111 -0.800 -0.465 0.116
C -2.7296 -6.3304 15.9497 -0.064 -0.693 1.010
C 4.6600 -8.6686 15.0518 1.299 -2.052 1.342
C -0.6958 -5.5339 17.7284 -0.834 -0.324 -0.682
C 0.3170 -4.9526 18.6900 0.531 -0.526 0.232
C 1.1931 -9.1496 13.3526 0.762 0.350 0.825
C -1.4778 -6.0336 15.4363 -0.042 0.016 -0.271
H 2.9958 -0.5768 16.3313 0.412 -0.348 0.030
H 4.5303 -8.9437 17.2098 -0.439 0.045 -0.950
H -1.9114 -4.7452 12.2635 -0.577 -0.220 0.237
H 1.6438 -9.2429 17.8263 0.191 -0.266 0.396
H -2.1256 -6.0008 19.2717 -0.185 0.347 -0.044
H -3.5322 -6.6667 15.3018 0.042 0.201 -0.076
H 3.4320 -9.9372 16.3864 -0.635 -0.989 -0.459
H 2.4088 -7.1729 11.4386 0.291 -0.075 -0.315
H 1.4865 -5.4005 20.4132 0.049 0.343 0.257
H -0.4541 -2.9928 16.0998 -1.089 -0.065 0.102
H -3.9915 -6.5138 17.6810 0.293 -0.314 0.127
H -1.7338 -3.9008 13.7532 -0.767 -0.486 0.144
H 4.6524 -5.3388 11.9096 1.152 -1.413 -0.612
H -0.9863 -3.9155 20.0784 0.704 0.127 -0.165
H 2.9145 -10.1910 12.4533 -0.311 -0.040 -0.101
H 4.4141 -2.6489 15.9867 0.220 0.001 0.179
H 1.4292 -10.0813 15.5746 0.109 -0.833 0.043
H 3.9983 -3.7857 11.4030 -0.099 -0.622 0.369
H 3.1575 -7.2416 17.1842 -0.466 -0.684 -0.214
H 0.6057 -3.1176 19.7177 0.300 0.352 0.598
H 0.4729 -3.7299 13.0401 0.587 0.046 -0.303
H 1.9922 -2.8813 13.2806 -0.049 0.226 -0.252
H 0.5584 -0.7194 16.2280 0.484 -0.672 0.183
H 0.4798 -9.9573 13.2688 -0.037 -0.455 -0.307
H -0.1467 -9.5466 16.1075 -0.190 0.086 -0.151
H -0.1111 -6.1167 20.5283 0.476 -0.069 -0.612
H -1.7215 -7.0854 12.0614 -0.192 -0.044 0.354
H 1.3857 -3.2010 11.5753 0.278 -0.160 0.575
H -3.1831 -5.0237 13.5354 -0.266 0.361 -0.034
H 5.3239 -7.8271 15.2469 -0.156 0.257 -0.148
H 5.3803 -9.5648 15.0337 -0.979 1.175 -0.660
H -0.2628 -5.9149 13.6673 -0.230 0.294 -0.133
H 1.2983 -4.7446 18.2353 -0.676 0.099 -0.504
H -2.9883 -7.3395 13.3092 1.106 0.002 -0.196
H -1.4157 -8.1948 13.3721 -0.043 -0.123 0.271
H 2.0732 -5.7001 10.4182 -0.052 -0.278 -0.209
H 4.5932 -4.0301 13.0361 -0.109 -0.110 0.048
H 1.1040 -8.4821 12.4977 -0.381 0.046 0.115
H 0.8747 -6.3380 11.5968 -0.339 -0.146 -0.430
H 0.8939 -7.7197 17.3407 0.000 0.142 0.255
H 1.2234 -6.7979 19.4905 -0.446 -0.169 -0.145
H 2.8268 -10.3604 14.1788 0.055 0.127 -0.111
H -0.7194 -3.0588 18.6285 -0.429 0.752 -1.073
H 0.0729 -7.8269 14.4854 -0.278 -0.327 0.105
```
Forces are in eV/Å.

largest force on an atom = 0.054 Eh/bohr
calculated total energy = -61467.178 eV
total charge = +1
E_HOMO = -9.55 eV
HOMO-LUMO gap = 7.40 eV

Computed Löwdin charges, given in elementary charges:
1 S 0.9180
2 P 0.7886
3 Mg 0.5047
4 F -0.0230
5 N -0.0272
6 N -0.1300
7 N -0.0983
8 C -0.4039
9 C -0.0983
10 C -0.2709
11 C -0.0315
12 C -0.0220
13 C -0.1774
14 C -0.4287
15 C -0.0701
16 C -0.0679
17 C -0.0241
18 C -0.0556
19 C -0.1536
20 C -0.1418
21 C -0.2645
22 C -0.3193
23 C -0.2458
24 C -0.0705
25 C -0.0628
26 C -0.2538
27 C -0.0710
28 C -0.2299
29 C -0.0401
30 C -0.4260
31 C -0.1325
32 C -0.3874
33 C -0.2088
34 C -0.1286
35 H 0.1045
36 H 0.1532
37 H 0.0920
38 H 0.1318
39 H 0.1127
40 H 0.1069
41 H 0.1010
42 H -0.0017
43 H 0.0802
44 H 0.1016
45 H 0.1077
46 H 0.0906
47 H 0.0148
48 H 0.0997
49 H 0.0883
50 H 0.1232
51 H 0.0936
52 H 0.0751
53 H 0.1496
54 H 0.0837
55 H 0.0287
56 H 0.0406
57 H 0.1210
58 H 0.1266
59 H 0.1413
60 H 0.0937
61 H 0.0904
62 H 0.0669
63 H 0.0860
64 H 0.0785
65 H 0.1203
66 H 0.0800
67 H 0.1273
68 H 0.1003
69 H 0.0569
70 H 0.0585
71 H 0.0495
72 H 0.0904
73 H 0.0222
74 H 0.1012
75 H 0.0626
76 H 0.0808
77 H 0.0583
78 H 0.0638

=====

Record 3
The following is a quantum chemistry calculation of a molecular structure, C27H45Cl2OPSYb, from the Open Molecules 2025 dataset.

XYZ file:
```
78
Properties=species:S:1:pos:R:3:forces:R:3
Yb -1.6514 0.7519 2.2785 -0.219 -0.003 0.621
Cl -2.1057 -1.4980 1.2798 -0.481 -1.034 -0.255
Cl -0.2558 2.3603 0.9944 0.537 1.342 -0.345
S -3.7754 3.2067 3.8496 0.567 -1.312 -0.865
P -0.0418 -0.0438 -1.2268 0.536 -0.616 -0.432
O -3.4877 1.9438 3.0349 -0.795 1.409 0.705
C 2.0669 -0.3896 6.4826 -0.036 -0.040 -0.080
C 2.3964 0.2540 0.1231 0.024 0.158 -0.010
C -5.3644 3.7624 3.2357 -0.182 -0.040 0.105
C -0.5705 0.6303 -2.8890 0.364 -0.268 -0.051
C 2.5401 -1.3623 5.5792 -0.247 0.229 -0.010
C 3.7911 0.8812 0.1945 -0.065 -0.008 -0.062
C 2.6797 -0.1681 -2.3529 0.124 0.100 0.131
C -2.3809 2.2877 -4.5810 0.031 -0.038 0.155
C 0.0938 0.0556 5.0508 1.160 -0.695 0.468
C 1.8010 -1.6322 4.4109 -0.071 0.019 0.110
C 0.6435 -2.6972 -0.5116 -0.158 -0.133 -0.052
C 4.7136 0.3899 -0.9269 -0.034 -0.051 0.065
C -2.5294 0.7649 -4.5114 0.082 -0.018 0.095
C -4.2690 2.6434 5.4899 -0.061 0.136 0.130
C 0.6060 -0.9783 4.1485 0.060 0.573 0.642
C 0.3416 -2.4053 -3.0079 0.077 -0.120 0.132
C 0.6599 -4.7412 -2.0256 0.028 0.047 0.050
C 1.7890 0.4435 -1.2739 -0.686 -0.103 0.095
C -0.4249 2.1596 -2.9345 -0.230 -0.003 -0.076
C -2.0103 0.1807 -3.1899 0.040 0.229 -0.100
C 4.0646 0.4855 -2.3110 -0.034 -0.026 -0.021
C -0.9559 2.7419 -4.2538 0.072 -0.129 0.125
C 0.3366 -4.1950 -0.6318 -0.060 0.161 -0.064
C 0.8931 0.3090 6.2472 -0.454 -0.423 -0.815
C -1.0726 0.7173 4.6760 -0.816 0.100 -0.530
C -0.0690 -1.9086 -1.6180 -0.185 0.719 0.059
C 0.0339 -3.8999 -3.1427 -0.052 0.028 -0.012
H 1.4149 -2.2397 -3.1642 -0.226 -0.105 -0.017
H -5.2317 4.0325 2.1820 0.031 -0.114 0.283
H 2.7840 -1.2474 -2.1717 0.046 0.215 -0.016
H 0.6298 2.4489 -2.8292 -0.266 -0.085 0.003
H 0.5267 1.0708 6.9440 0.203 -0.278 -0.198
H 2.1789 -2.3762 3.7055 -0.167 0.142 0.180
H 0.3776 -4.2553 -4.1207 -0.063 -0.070 0.045
H -3.0777 2.7491 -3.8698 0.044 -0.034 -0.011
H 3.9584 1.5430 -2.5844 0.012 -0.033 -0.001
H -0.9514 2.5978 -2.0733 0.046 -0.047 -0.146
H -4.7412 1.6559 5.4196 0.130 0.260 -0.099
H -4.9606 3.3892 5.8989 0.112 -0.167 -0.002
H 0.2875 -2.3420 0.4648 0.226 -0.008 -0.197
H 0.8947 -4.7469 0.1330 -0.080 -0.022 -0.075
H -0.0053 -1.2524 3.2703 0.438 0.126 0.452
H -0.1805 -1.8539 -3.8007 0.089 -0.123 0.131
H -2.6605 2.6427 -5.5789 -0.039 0.009 0.070
H 4.2387 0.6714 1.1723 0.019 0.071 -0.090
H -2.0786 -0.9156 -3.2341 0.045 0.252 0.084
H -6.1008 2.9578 3.3397 0.140 0.161 -0.058
H -2.6596 0.5013 -2.3613 0.087 -0.029 -0.096
H 4.9923 -0.6532 -0.7298 -0.044 0.015 -0.038
H 2.6384 -0.1845 7.3900 -0.097 -0.039 -0.190
H 1.7308 -2.5375 -0.5781 -0.190 -0.053 0.011
H 3.4638 -1.9060 5.7923 -0.280 0.201 -0.106
H 1.7288 1.5296 -1.4589 0.097 -0.200 0.178
H 5.6423 0.9710 -0.9178 0.004 -0.085 -0.003
H -1.6018 1.3381 5.4149 0.614 -0.010 0.463
H -5.6525 4.6445 3.8137 -0.059 -0.075 -0.096
H -0.7318 -4.3395 -0.4220 0.108 0.018 0.005
H -0.9077 3.8353 -4.2076 -0.016 -0.056 -0.082
H -3.3676 2.5988 6.1146 -0.260 -0.097 -0.276
H -1.1528 -2.0892 -1.4905 0.244 -0.156 0.000
H 1.7350 0.7368 0.8570 0.243 -0.246 -0.151
H -0.2874 2.4242 -5.0651 -0.040 0.023 0.013
H -3.5800 0.4828 -4.6397 0.056 0.031 -0.076
H 0.1113 0.1987 -3.6450 -0.304 0.191 -0.019
H -1.9723 0.3132 -5.3433 -0.017 0.020 0.047
H -1.0557 -4.0311 -3.1147 0.047 -0.013 -0.014
H 0.3047 -5.7745 -2.1052 0.084 0.019 -0.028
H 4.7100 0.0202 -3.0640 0.060 0.083 0.029
H 2.2395 -0.0433 -3.3531 0.094 -0.057 0.193
H 2.4503 -0.8177 0.3639 0.034 0.215 -0.009
H 1.7494 -4.7694 -2.1568 -0.030 0.044 -0.022
H 3.6836 1.9715 0.1167 -0.012 -0.080 0.025
```
Forces are in eV/Å.

largest force on an atom = 0.034 Eh/bohr
calculated total energy = -107478.954 eV
2S+1 = 2
total charge = -1
E_HOMO (spin up / spin down) = -2.81 / -2.78 eV
HOMO-LUMO gap (spin up / spin down) = 4.73 / 4.70 eV
<S²> = 0.792

Computed Löwdin charges, given in elementary charges:
1 Yb 0.5608
2 Cl -0.2315
3 Cl -0.2280
4 S 0.8744
5 P 1.0432
6 O -0.6756
7 C -0.1414
8 C -0.2469
9 C -0.2676
10 C -0.4828
11 C -0.1331
12 C -0.2006
13 C -0.2160
14 C -0.2177
15 C -0.3832
16 C -0.1218
17 C -0.2508
18 C -0.2136
19 C -0.2097
20 C -0.2536
21 C -0.0803
22 C -0.2175
23 C -0.2139
24 C -0.4575
25 C -0.2201
26 C -0.2188
27 C -0.2085
28 C -0.2094
29 C -0.2027
30 C -0.0737
31 C -0.1373
32 C -0.4628
33 C -0.2072
34 H 0.0907
35 H 0.0593
36 H 0.0965
37 H 0.0970
38 H 0.0899
39 H 0.0915
40 H 0.1005
41 H 0.1098
42 H 0.1102
43 H 0.0959
44 H 0.0730
45 H 0.0491
46 H 0.0467
47 H 0.1048
48 H 0.0434
49 H 0.0916
50 H 0.0985
51 H 0.1061
52 H 0.0960
53 H 0.0642
54 H 0.1190
55 H 0.1080
56 H 0.0841
57 H 0.0967
58 H 0.0811
59 H 0.0874
60 H 0.0986
61 H -0.0399
62 H 0.0501
63 H 0.1115
64 H 0.1020
65 H 0.0405
66 H 0.0774
67 H 0.0311
68 H 0.1083
69 H 0.1016
70 H 0.0925
71 H 0.1088
72 H 0.1115
73 H 0.0988
74 H 0.1005
75 H 0.1025
76 H 0.0975
77 H 0.1070
78 H 0.1136